No. 1
{
  "formula": "C9H21ClI2NP2SY",
  "method": "ωB97M-V with the def2-TZVPD basis set",
  "species": ["I", "I", "Y", "P", "C", "C", "H", "H", "H", "H", "H", "H", "C", "H", "H", "H", "P", "C", "C", "H", "H", "H", "C", "H", "H", "H", "H", "H", "H", "Cl", "S", "C", "C", "N", "C", "H", "H", "H"],
  "xyz": [[4.220, -0.020, -3.595], [4.473, -2.675, -2.960], [0.202, 0.008, -0.168], [1.691, 0.639, 2.200], [3.523, 0.542, 2.058], [1.436, 2.320, 2.853], [2.049, 2.535, 3.732], [1.894, -0.043, 4.571], [0.386, 2.450, 3.085], [0.270, -0.330, 3.858], [3.818, 1.198, 1.231], [1.668, 3.018, 2.056], [1.345, -0.378, 3.682], [4.058, 0.824, 2.979], [1.608, -1.408, 3.445], [3.772, -0.486, 1.777], [-1.871, -0.610, -2.033], [-1.323, -1.121, -3.712], [-3.078, -1.909, -1.580], [-3.416, 1.133, -1.479], [-3.734, 0.564, -3.138], [-2.336, 1.607, -2.758], [-2.963, 0.797, -2.404], [-3.489, -1.630, -0.609], [-3.880, -2.025, -2.322], [-2.152, -1.307, -4.410], [-0.716, -2.026, -3.595], [-2.523, -2.841, -1.471], [-0.675, -0.325, -4.094], [-1.661, 0.526, 1.286], [-0.045, 4.524, -1.333], [1.016, 3.766, -2.485], [1.213, 2.430, -2.242], [0.477, 1.973, -1.119], [-0.224, 3.025, -0.557], [1.474, 4.263, -3.319], [1.849, 1.766, -2.831], [-0.904, 2.966, 0.297]],
  "nbo_charge": [-0.03, 0.07, 1.97, 0.69, -0.92, -0.92, 0.27, 0.27, 0.26, 0.26, 0.24, 0.24, -0.92, 0.27, 0.25, 0.25, 0.69, -0.92, -0.91, 0.26, 0.27, 0.23, -0.92, 0.26, 0.27, 0.27, 0.25, 0.25, 0.24, -0.58, 0.64, -0.40, -0.05, -0.73, -0.15, 0.28, 0.26, 0.28],
  "homo_lumo_gap_ev": 7.27,
  "e_homo_ev": -14.4494,
  "charge": 2
}

No. 2
{
  "formula": "C9H21CoFIO2P2",
  "method": "ωB97M-V with the def2-TZVPD basis set",
  "species": ["C", "C", "H", "H", "H", "O", "I", "Co", "P", "C", "C", "H", "H", "H", "H", "H", "H", "C", "H", "H", "H", "P", "C", "C", "H", "H", "H", "C", "H", "H", "H", "H", "H", "H", "C", "O", "F"],
  "xyz": [[0.001, 0.129, -4.349], [0.003, 0.361, -2.879], [0.009, 1.085, -4.890], [-0.903, -0.429, -4.639], [0.897, -0.444, -4.638], [0.011, 1.446, -2.315], [-0.014, -1.591, -1.746], [-0.007, -0.265, 0.098], [2.183, -0.182, 0.693], [2.610, 1.161, 1.831], [2.723, -1.697, 1.534], [3.818, -1.765, 1.541], [4.316, 0.175, -0.355], [2.295, -2.565, 1.019], [3.255, -0.876, -1.359], [2.245, 0.885, 2.825], [2.333, -1.661, 2.558], [3.296, 0.021, -0.731], [3.697, 1.294, 1.848], [2.981, 0.894, -1.315], [2.123, 2.088, 1.512], [-2.188, -0.141, 0.696], [-2.587, 1.211, 1.831], [-3.297, 0.078, -0.728], [-2.341, -2.521, 1.028], [-3.848, -1.691, 1.550], [-2.359, -1.613, 2.565], [-2.751, -1.644, 1.541], [-3.272, -0.821, -1.353], [-4.313, 0.250, -0.349], [-3.672, 1.364, 1.848], [-2.084, 2.129, 1.510], [-2.967, 0.945, -1.313], [-2.227, 0.931, 2.826], [0.016, 1.523, -0.008], [0.025, 2.673, 0.178], [-0.006, -0.737, 1.934]],
  "nbo_charge": [-0.76, 0.58, 0.30, 0.29, 0.29, -0.46, 0.29, 0.81, 1.10, -0.96, -0.95, 0.27, 0.28, 0.25, 0.25, 0.28, 0.28, -0.97, 0.28, 0.25, 0.25, 1.10, -0.96, -0.97, 0.25, 0.27, 0.28, -0.95, 0.25, 0.28, 0.28, 0.25, 0.25, 0.28, 0.45, -0.39, -0.65],
  "spin_multiplicity": 5,
  "homo_lumo_gap_ev": [6.78, 7.03],
  "e_homo_ev": [-14.7794, -17.2394],
  "charge": 2
}

No. 3
{
  "formula": "C9H21N",
  "method": "ωB97M-V with the def2-TZVPD basis set",
  "species": ["C", "C", "C", "C", "C", "C", "C", "C", "C", "N", "H", "H", "H", "H", "H", "H", "H", "H", "H", "H", "H", "H", "H", "H", "H", "H", "H", "H", "H", "H", "H"],
  "xyz": [[0.938, -0.500, -0.011], [0.097, 0.778, -0.080], [-1.571, 0.436, 0.145], [0.496, -1.614, -0.953], [1.171, -1.052, 1.393], [0.448, 1.779, 1.025], [2.478, -0.063, -0.536], [-2.038, -0.604, 1.156], [-2.329, 0.237, -1.165], [0.208, 1.478, -1.332], [-1.917, 1.401, 0.534], [0.985, 2.123, -1.357], [0.238, 0.861, -2.132], [0.548, -1.312, -1.998], [-0.510, -1.983, -0.779], [1.138, -2.487, -0.841], [0.262, -1.389, 1.877], [1.658, -0.327, 2.038], [1.827, -1.920, 1.328], [-0.101, 2.701, 0.840], [1.507, 2.027, 1.020], [0.175, 1.404, 2.006], [2.479, 0.199, -1.592], [3.121, -0.930, -0.405], [2.892, 0.757, 0.046], [-3.117, -0.514, 1.301], [-1.866, -1.618, 0.799], [-1.591, -0.468, 2.138], [-3.404, 0.240, -0.970], [-2.070, -0.703, -1.646], [-2.153, 1.061, -1.850]],
  "nbo_charge": [-0.03, 0.17, -0.21, -0.62, -0.62, -0.63, -0.61, -0.62, -0.62, -0.86, 0.19, 0.37, 0.36, 0.20, 0.21, 0.21, 0.21, 0.21, 0.21, 0.22, 0.20, 0.22, 0.20, 0.20, 0.20, 0.21, 0.20, 0.21, 0.21, 0.19, 0.23],
  "homo_lumo_gap_ev": 9.65,
  "smiles": "CC(C)[C@](C)(N)C(C)(C)C",
  "e_homo_ev": -8.7852
}

No. 4
{
  "formula": "C9H21N2S",
  "method": "ωB97M-V with the def2-TZVPD basis set",
  "species": ["C", "C", "C", "C", "C", "C", "C", "C", "C", "N", "N", "S", "H", "H", "H", "H", "H", "H", "H", "H", "H", "H", "H", "H", "H", "H", "H", "H", "H", "H", "H", "H", "H"],
  "xyz": [[-0.589, 0.899, -2.684], [0.374, 1.803, -2.485], [-0.466, 0.132, 2.951], [-2.318, -0.245, 1.357], [-0.630, -2.293, 1.805], [3.161, -1.716, -2.269], [0.861, 2.457, -1.211], [-0.962, -0.737, 1.793], [1.937, -2.117, -2.063], [0.047, -0.314, 0.705], [-0.127, 2.150, -0.119], [0.381, -2.282, -2.108], [-1.022, 0.712, -3.638], [-1.152, 0.577, -1.689], [1.078, 2.003, -3.398], [-0.430, 1.127, 2.428], [-1.082, 0.384, 3.784], [0.518, -0.219, 3.265], [-2.663, -0.936, 0.591], [-2.148, 0.725, 0.972], [-2.946, -0.264, 2.342], [-0.558, -2.577, 0.760], [0.376, -2.405, 2.256], [-1.421, -2.956, 2.308], [0.061, -1.077, -0.061], [3.874, -1.778, -1.535], [3.420, -1.570, -3.354], [0.928, 3.538, -1.349], [1.779, 1.790, -0.933], [1.038, -0.468, 1.034], [-1.086, 2.055, -0.431], [-0.055, 2.941, 0.486], [-0.176, 0.660, 0.489]],
  "nbo_charge": [-0.41, -0.19, -0.63, -0.63, -0.62, -0.58, -0.27, 0.17, -0.03, -0.80, -0.87, 0.13, 0.24, 0.15, 0.22, 0.20, 0.25, 0.22, 0.23, 0.20, 0.26, 0.20, 0.22, 0.25, 0.44, 0.25, 0.29, 0.23, 0.22, 0.42, 0.38, 0.39, 0.46],
  "homo_lumo_gap_ev": 8.33,
  "e_homo_ev": -11.9042,
  "charge": 1
}

No. 5
{
  "formula": "C9H21N3O3Sn",
  "method": "ωB97M-V with the def2-TZVPD basis set",
  "species": ["Sn", "C", "C", "O", "N", "C", "H", "H", "H", "H", "H", "H", "H", "C", "C", "O", "N", "C", "H", "H", "H", "H", "H", "H", "H", "C", "C", "O", "N", "C", "H", "H", "H", "H", "H", "H", "H"],
  "xyz": [[-0.601, -0.501, 1.631], [2.590, 0.219, 2.828], [1.685, 1.221, 2.165], [0.531, 0.886, 1.922], [2.062, 2.482, 1.812], [1.168, 3.389, 1.027], [3.626, 0.557, 2.850], [2.639, -0.697, 2.239], [2.374, -0.042, 3.864], [2.823, 2.918, 2.313], [0.690, 4.034, 1.764], [0.367, 2.904, 0.470], [1.683, 4.081, 0.360], [1.488, 1.716, -0.721], [0.839, 0.316, -0.838], [0.204, -0.046, 0.115], [0.912, -0.353, -1.993], [0.231, -1.673, -2.155], [0.896, 2.370, -0.081], [1.750, 2.212, -1.656], [2.460, 1.718, -0.227], [1.060, 0.201, -2.824], [-0.787, -1.677, -1.767], [0.789, -2.532, -1.781], [0.048, -1.969, -3.188], [-4.046, -0.521, -0.936], [-2.653, -1.088, -0.456], [-1.944, -0.392, 0.270], [-2.422, -2.385, -0.855], [-1.273, -3.196, -0.418], [-3.690, 0.037, -1.802], [-4.451, 0.198, -0.223], [-4.777, -1.232, -1.320], [-3.156, -2.905, -1.317], [-1.731, -3.986, 0.177], [-0.492, -2.632, 0.092], [-0.890, -3.633, -1.340]],
  "lowdin_charge": [1.31, 0.05, -0.42, -0.20, 0.10, -0.04, 0.10, 0.10, 0.12, 0.17, 0.13, 0.09, 0.14, 0.03, -0.37, -0.19, 0.12, -0.03, -0.05, 0.12, 0.11, 0.16, 0.04, 0.10, 0.12, 0.06, -0.41, -0.17, 0.04, -0.06, 0.10, 0.10, 0.10, 0.17, 0.12, 0.04, 0.10],
  "homo_lumo_gap_ev": 9.09,
  "e_homo_ev": -15.7176,
  "charge": 2
}

No. 6
{
  "formula": "C9H21N3Si3",
  "method": "ωB97M-V with the def2-TZVPD basis set",
  "species": ["C", "C", "C", "C", "C", "C", "N", "N", "N", "C", "C", "C", "Si", "Si", "Si", "H", "H", "H", "H", "H", "H", "H", "H", "H", "H", "H", "H", "H", "H", "H", "H", "H", "H", "H", "H", "H"],
  "xyz": [[-2.378, -1.864, -1.414], [-2.594, 1.152, 2.552], [2.841, -0.925, 2.383], [-1.658, -1.217, -2.259], [-1.456, 1.814, 2.484], [2.918, -0.849, 1.100], [-1.340, 1.307, -0.508], [1.065, -0.168, -1.306], [0.103, -0.436, 1.308], [-0.541, 1.227, -3.340], [1.054, 2.490, 0.764], [0.903, -2.794, -0.195], [-0.632, 0.281, -1.723], [-0.379, 1.282, 1.013], [1.313, -1.028, 0.188], [-2.517, -1.206, -0.518], [-2.445, -2.933, -1.477], [-2.838, 0.296, 1.973], [-3.335, 1.438, 3.287], [3.729, -1.241, 2.953], [1.981, -1.349, 2.841], [-1.253, -1.856, -3.008], [-1.052, 2.457, 3.215], [3.850, -0.954, 0.598], [-1.301, 2.254, -0.829], [1.613, 0.682, -1.159], [-0.731, -0.910, 0.997], [-0.234, 2.299, -3.129], [0.326, 0.725, -3.782], [-1.304, 1.176, -4.052], [1.135, 3.008, 1.691], [1.946, 2.002, 0.497], [0.731, 3.077, -0.092], [0.020, -2.883, -0.839], [1.705, -2.945, -0.880], [0.758, -3.408, 0.665]],
  "nbo_charge": [-0.36, -0.33, -0.34, -0.64, -0.65, -0.66, -1.50, -1.50, -1.48, -1.14, -1.13, -1.15, 1.93, 1.90, 1.92, 0.18, 0.20, 0.19, 0.19, 0.19, 0.21, 0.21, 0.22, 0.22, 0.40, 0.40, 0.38, 0.22, 0.24, 0.24, 0.24, 0.23, 0.23, 0.25, 0.24, 0.24],
  "homo_lumo_gap_ev": 9.95,
  "e_homo_ev": -9.1549
}

No. 7
{
  "formula": "C9H21N4O2",
  "method": "ωB97M-V with the def2-TZVPD basis set",
  "species": ["C", "C", "C", "C", "C", "C", "C", "C", "C", "N", "N", "N", "N", "O", "O", "H", "H", "H", "H", "H", "H", "H", "H", "H", "H", "H", "H", "H", "H", "H", "H", "H", "H", "H", "H", "H"],
  "xyz": [[1.425, -1.072, -1.082], [-1.052, -0.758, -1.014], [-3.316, -0.383, 1.442], [2.818, -2.577, 0.202], [2.922, 1.289, 0.361], [-0.993, 3.190, -0.502], [-2.615, -1.590, 0.736], [0.233, -0.514, -1.495], [0.448, 1.374, 0.465], [1.621, -1.958, -0.041], [-1.281, -1.216, 0.200], [1.597, 1.767, -0.081], [-0.739, 1.993, 0.258], [-2.048, -0.425, -1.803], [0.422, 0.347, 1.211], [2.413, -0.965, -1.698], [-3.570, 0.427, 0.746], [-4.201, -0.831, 2.046], [-2.714, -0.104, 2.255], [2.815, -3.714, -0.081], [2.874, -2.780, 1.222], [3.695, -1.979, -0.242], [2.674, 0.214, 0.702], [3.463, 1.080, -0.614], [3.316, 1.985, 1.115], [-0.729, 4.067, 0.165], [-0.515, 3.316, -1.433], [-2.065, 3.366, -0.555], [-2.345, -2.343, 1.539], [-3.369, -1.968, 0.049], [0.255, -0.145, -2.490], [0.807, -2.346, 0.421], [1.632, 2.554, -0.700], [-1.785, 0.055, -2.650], [-1.540, 1.515, 0.453], [-0.550, -0.870, 0.893]],
  "nbo_charge": [0.19, 0.66, -0.63, -0.42, -0.43, -0.44, -0.23, -0.50, 0.81, -0.54, -0.61, -0.62, -0.60, -0.64, -0.76, 0.23, 0.21, 0.24, 0.22, 0.21, 0.22, 0.22, 0.24, 0.21, 0.23, 0.21, 0.20, 0.23, 0.22, 0.23, 0.23, 0.41, 0.40, 0.52, 0.40, 0.48],
  "homo_lumo_gap_ev": 8.80,
  "e_homo_ev": -12.0236,
  "charge": 1
}

no.,calculated total energy (eV),maximum force (eV/Å)
1,-70332.2837,3.08
2,-80773.0540,8.44
3,-11163.5087,3.26
4,-23479.0829,4.54
5,-26097.0546,13.74
6,-37778.9095,4.11
7,-19721.6783,5.03